(1)
Molecular formula: C12H20Cl2O4Pt
Method: DFT, ωB97M-V with the def2-TZVPD basis set

```
39
Properties=species:S:1:pos:R:3:forces:R:3
C 0.141 -1.566 -1.588 1.444 1.667 -0.107
C 1.004 -0.467 -1.894 -1.262 -2.523 0.383
C 0.208 0.699 -2.047 -3.149 -0.262 0.726
C 2.476 -0.481 -2.013 0.416 0.008 0.015
C -1.141 0.349 -1.746 2.478 0.604 -0.478
C -1.188 -1.057 -1.439 -0.075 -0.282 -0.213
C -2.379 -1.845 -1.061 0.126 0.834 -1.450
C 0.554 -2.973 -1.360 0.116 -0.299 0.181
C 0.736 2.045 -2.341 0.277 0.379 -0.104
C -2.271 1.293 -1.682 -0.391 0.347 -0.413
Pt 1.140 0.285 1.642 -2.481 -1.711 -2.325
Cl 1.921 2.108 0.794 1.706 3.374 -0.903
Cl 2.886 -1.053 1.460 1.721 -1.834 0.222
O -0.770 0.617 1.067 0.177 0.371 1.198
H 2.853 -1.506 -2.003 0.097 0.086 -0.091
H 2.936 0.037 -1.154 -0.025 -0.026 -0.347
H 2.793 0.018 -2.944 0.103 -0.112 0.215
H 1.323 2.409 -1.479 -0.217 0.010 -0.555
H -0.082 2.752 -2.534 0.277 -0.069 -0.055
H 1.406 2.000 -3.219 -0.167 0.255 0.148
H -1.920 2.302 -1.430 -0.167 -0.158 0.058
H -2.993 0.970 -0.933 -0.045 0.133 0.050
H -2.789 1.355 -2.660 -0.058 0.068 0.305
H -3.238 -1.151 -0.975 0.227 -0.504 0.082
H -2.309 -2.502 -0.050 -0.119 0.374 0.373
H -2.608 -2.554 -1.894 0.109 0.062 0.494
H 1.637 -3.021 -1.156 -0.396 -0.170 -0.090
H 0.316 -3.594 -2.240 0.155 -0.083 0.175
H 0.017 -3.402 -0.500 0.137 0.064 -0.185
H -0.981 1.156 1.878 -0.406 -0.660 -0.650
O -2.616 -3.056 1.237 1.754 0.533 2.445
H -1.983 -2.669 1.968 -1.813 -1.027 -2.266
C 1.012 2.055 5.139 0.785 -0.410 0.797
C 0.230 1.546 3.968 -0.587 -0.932 -1.968
O 0.637 0.333 3.559 -0.947 2.044 3.405
O -0.639 2.205 3.373 0.986 -0.484 1.263
H 0.971 1.232 5.903 0.160 0.871 -0.458
H 0.614 3.009 5.553 0.396 -0.674 -0.397
H 2.095 2.122 4.796 -1.342 0.135 0.520
```
Positions in Å, forces in eV/Å.

For the HOMO-LUMO gap (alpha / beta), the calculation gives 5.0 / 4.7 eV. The value obtained for the LUMO energy (alpha / beta) is 0.172 / 0.153 Eh. The electronic energy comes out at -49246.10709 eV. As for the energy above the lowest of the compared OMol25 structures with the same formula, charge and spin: 163.2 kJ/mol. The expectation value of S² is 6.02. Its spin multiplicity is 5. For the HOMO energy (alpha / beta), the calculation gives -0.322 / -0.536 eV. Its total charge is -2.

=====

(2)
Molecular formula: C12H20ClN2
Method: DFT, ωB97M-V with the def2-TZVPD basis set

```
35
Properties=species:S:1:pos:R:3:forces:R:3
C 4.244 0.329 0.323 -0.985 -0.048 0.492
C 2.723 0.324 -0.020 0.851 0.353 0.403
C 2.260 -0.886 -0.871 -0.494 0.491 0.893
Cl 3.390 -2.281 -0.698 -0.177 0.324 -0.372
C 0.881 -1.418 -0.474 0.235 -0.195 -0.332
C 0.442 -2.649 -0.887 -0.048 -1.161 -0.703
C -0.802 -3.143 -0.523 -0.120 0.619 0.155
C -1.629 -2.335 0.253 -0.374 -1.041 -0.329
C -1.193 -1.099 0.626 -0.216 0.996 0.824
C -2.014 -0.127 1.427 -0.656 -0.498 0.490
C -2.980 0.680 0.532 0.413 -0.107 -0.643
C -2.336 1.246 -0.750 -0.301 0.551 -0.008
C -1.499 2.517 -0.535 -0.114 -0.417 -0.351
N -0.360 2.323 0.396 0.159 -0.026 -0.139
N 0.033 -0.698 0.268 0.841 0.400 0.045
H 4.384 -0.389 1.138 0.364 -0.019 -0.387
H 4.487 1.309 0.745 0.132 -0.119 -0.339
H 4.854 0.079 -0.545 0.069 0.165 0.236
H 2.521 1.287 -0.508 -0.305 -0.446 -0.269
H 2.207 0.373 0.951 0.045 -0.197 -0.255
H 2.181 -0.562 -1.914 0.359 -0.443 0.027
H 1.065 -3.276 -1.516 0.101 0.247 0.167
H -1.126 -4.124 -0.856 0.072 0.144 0.083
H -2.610 -2.684 0.560 0.149 0.160 -0.005
H -2.627 -0.741 2.104 0.144 0.203 -0.064
H -1.395 0.497 2.080 0.045 -0.052 -0.379
H -3.794 0.012 0.221 0.115 0.132 0.178
H -3.429 1.508 1.094 0.068 -0.238 0.029
H -3.165 1.526 -1.417 0.244 -0.039 0.071
H -1.746 0.512 -1.319 -0.162 -0.043 0.308
H -1.070 2.786 -1.509 -0.230 0.136 0.204
H -2.188 3.318 -0.232 0.374 -0.024 0.084
H 0.459 2.760 -0.014 -0.054 0.055 0.185
H -0.503 2.789 1.285 -0.096 -0.021 -0.078
H 0.337 0.233 0.584 -0.447 0.161 -0.221
```
Positions in Å, forces in eV/Å.

For the HOMO-LUMO gap, the calculation gives 9.5 eV. The value obtained for the LUMO energy is -0.138 Eh. The electronic energy comes out at -28265.62307 eV. For the HOMO energy, the calculation gives -13.224 eV. Its total charge is +1.

=====

(3)
Molecular formula: C12H20F6PtSb4Se4
Method: DFT, ωB97M-V with the def2-TZVPD basis set

```
47
Properties=species:S:1:pos:R:3:forces:R:3
Pt 0.202 1.059 -0.528 0.040 0.145 -0.111
Se 4.066 2.803 1.921 -0.027 -0.056 -0.063
Sb 2.414 1.149 2.338 -0.121 0.086 0.209
Se 0.031 1.852 1.703 -0.122 -0.146 -0.040
Se 2.148 -0.257 0.147 0.113 -0.071 0.024
Se 2.444 -0.279 4.248 0.026 -0.098 -0.083
C -0.392 -1.003 -4.356 -0.049 -0.141 0.035
Sb -0.475 -0.990 -2.245 -0.336 0.182 -0.565
C 1.098 -2.430 -2.006 0.085 0.104 -0.005
C -2.263 -2.177 -1.949 0.106 -0.023 0.213
C -1.941 -3.608 -1.706 -0.003 -0.014 -0.064
C -1.788 -4.459 -2.803 0.017 0.017 -0.014
C -1.436 -5.788 -2.653 -0.003 -0.008 -0.019
C -1.239 -6.297 -1.376 0.000 -0.007 0.007
C -1.413 -5.474 -0.277 0.074 0.011 -0.023
C -1.760 -4.128 -0.412 0.049 0.007 -0.069
C -1.925 -3.291 0.801 -0.098 0.069 0.087
Sb -0.160 -2.237 1.509 0.238 0.311 -0.142
C -1.077 -1.521 3.278 -0.081 -0.211 -0.035
C 0.826 -4.015 2.211 -0.076 0.138 0.046
H -0.524 -2.027 -4.710 -0.004 0.014 -0.018
H 0.578 -0.625 -4.668 0.010 -0.010 -0.007
H -1.185 -0.365 -4.736 0.007 0.010 -0.002
H 0.819 -3.226 -2.698 -0.008 0.005 -0.010
H 1.188 -2.824 -1.000 0.003 0.007 -0.025
H 2.032 -1.966 -2.314 0.004 0.002 -0.012
H -2.731 -2.022 -2.921 -0.034 0.018 0.020
H -2.844 -1.674 -1.184 0.029 0.048 0.065
H -1.957 -4.057 -3.797 0.007 -0.006 0.000
H -1.325 -6.425 -3.522 0.006 0.003 -0.002
H -0.961 -7.334 -1.237 -0.008 -0.005 0.000
H -1.273 -5.876 0.720 -0.019 -0.001 0.004
H -2.168 -3.917 1.662 -0.068 0.015 0.001
H -2.678 -2.514 0.693 -0.013 0.048 0.012
H -1.592 -2.365 3.741 -0.060 0.055 0.013
H -1.778 -0.744 2.983 -0.024 0.024 0.018
H -0.315 -1.132 3.943 0.070 0.111 0.042
H 0.139 -4.590 2.835 0.033 0.019 0.000
H 1.695 -3.718 2.794 0.042 -0.037 0.007
H 1.135 -4.619 1.357 0.018 0.024 0.033
F -2.300 -0.096 0.242 0.042 0.464 -0.321
Sb -2.292 1.762 -0.915 -0.100 -1.000 1.124
F -2.684 3.139 -2.175 0.103 0.027 -0.045
F 0.653 0.823 -2.591 -0.003 -0.305 0.086
F -2.100 0.483 -2.617 0.157 -0.053 0.010
F -2.800 2.875 0.558 0.074 0.007 -0.017
F -4.084 1.182 -1.000 -0.095 0.218 -0.363
```
Positions in Å, forces in eV/Å.

For the HOMO-LUMO gap (alpha / beta), the calculation gives 5.6 / 5.2 eV. The value obtained for the LUMO energy (alpha / beta) is 0.008 / -0.007 Eh. The electronic energy comes out at -319861.70678 eV. As for the energy above the lowest of the compared OMol25 structures with the same formula, charge and spin: 207.2 kJ/mol. The expectation value of S² is 0.76. Its spin multiplicity is 2. For the HOMO energy (alpha / beta), the calculation gives -5.411 / -5.397 eV. Its total charge is -1.

=====

(4)
Molecular formula: C12H20FO8S
Method: DFT, ωB97M-V with the def2-TZVPD basis set

```
42
Properties=species:S:1:pos:R:3:forces:R:3
F -2.247 1.110 -0.020 0.576 -0.244 0.019
C 0.491 -2.083 0.621 -1.303 2.748 2.429
C -0.778 -2.116 1.472 -0.328 -3.218 -3.121
C -2.069 -2.193 0.637 3.796 -6.549 1.636
O -2.820 -3.291 1.275 0.923 -0.474 0.713
C -2.013 -4.032 2.126 0.260 0.177 -0.549
O -2.360 -5.053 2.697 0.979 2.431 -1.186
O -0.737 -3.439 2.165 -1.961 -0.365 -0.172
H 1.185 -2.299 1.357 2.222 -0.748 0.768
H 0.792 -1.196 0.094 -0.315 1.128 0.446
H 0.416 -2.719 -0.143 -0.195 -3.345 -2.543
H -0.864 -1.436 2.215 0.045 2.407 2.190
H -1.855 -2.456 -0.366 -0.005 -0.310 -1.026
H -2.546 -1.385 0.730 -4.128 6.404 0.353
C -0.482 3.426 2.941 -3.078 -3.486 2.370
C -0.160 1.956 2.625 2.975 2.924 -0.702
C 0.809 1.759 1.370 1.769 4.571 9.049
O 2.010 1.346 2.047 1.262 0.314 0.490
C 1.935 1.461 3.398 0.650 -2.033 0.346
O 2.830 1.233 4.185 -0.605 0.772 -1.287
O 0.676 1.612 3.785 -1.119 -0.319 -0.757
H -1.399 3.282 3.744 2.566 1.286 -1.760
H -0.768 3.937 2.108 -1.529 1.278 -2.361
H 0.400 3.889 3.240 1.322 0.825 1.368
H -1.012 1.395 2.490 -1.755 -1.610 0.184
H 1.031 2.613 0.862 0.308 2.517 -1.395
H 0.537 1.077 0.822 -3.024 -7.118 -5.810
C 0.683 -1.087 -3.403 3.818 -0.878 -0.380
C -0.396 -0.396 -2.672 -2.810 -0.457 2.423
C -0.171 1.059 -2.511 1.348 1.192 -1.541
S 1.437 1.382 -3.213 0.562 3.975 0.896
O 2.464 1.148 -2.190 -1.161 0.151 -1.000
O 1.512 2.600 -4.050 -0.075 -1.065 1.476
C 1.398 0.114 -4.288 1.408 -5.115 -1.649
H 0.389 -2.022 -3.941 -0.045 1.181 -0.020
H 1.559 -1.513 -2.710 -1.843 1.259 -1.182
H -0.593 -0.631 -1.588 -0.105 -1.114 -1.283
H -1.343 -0.425 -3.273 0.682 -0.696 0.819
H -0.517 1.680 -1.742 0.725 -0.101 3.177
H -0.960 1.488 -3.025 -0.905 1.292 -2.859
H 2.457 -0.174 -4.559 -0.824 0.240 0.861
H 1.074 0.363 -5.302 -1.084 0.174 0.569
```
Positions in Å, forces in eV/Å.

For the HOMO-LUMO gap, the calculation gives 8.2 eV. The value obtained for the LUMO energy is 0.093 Eh. The electronic energy comes out at -42698.20034 eV. As for the energy above the lowest of the compared OMol25 structures with the same formula, charge and spin: 78.1 kJ/mol. For the HOMO energy, the calculation gives -5.660 eV. Its total charge is -1.

=====

(5)
Molecular formula: C12H20N2
Method: DFT, ωB97M-V with the def2-TZVPD basis set

```
34
Properties=species:S:1:pos:R:3:forces:R:3
C 2.131 1.880 -5.326 -0.898 1.601 2.492
C 1.589 2.355 -4.202 1.346 -1.206 -2.527
C 1.057 2.778 -3.112 0.165 0.513 0.981
C 0.744 1.909 -1.942 -1.732 -0.754 0.872
C 1.110 1.678 0.502 -0.421 -0.015 0.993
C -0.303 1.780 1.129 -0.464 0.694 -0.408
C -0.378 1.150 2.538 -0.929 -0.779 -0.730
C 0.004 -0.339 2.563 0.199 -0.418 -0.373
C -0.468 -2.546 1.628 0.660 -0.020 -0.794
C -1.270 -3.281 0.504 1.515 1.925 1.256
C -2.129 -4.200 0.741 -2.558 -3.843 0.752
C -2.954 -5.261 0.992 2.103 3.739 -1.140
H 1.523 1.640 -6.134 -1.109 -0.572 -1.193
H 3.160 1.984 -5.547 1.062 -0.194 0.202
H 0.945 3.846 -2.971 -0.321 0.119 -0.057
H -0.407 1.941 -1.778 1.790 -0.187 -0.252
H 1.016 0.850 -2.186 -0.216 0.535 0.194
H 2.362 2.562 -0.840 -0.608 -0.205 0.020
H 1.796 2.103 1.265 -0.172 -0.449 -0.361
H 1.316 0.635 0.344 0.340 -0.908 0.211
H -0.490 2.872 1.264 -0.216 -0.671 -0.312
H -1.132 1.328 0.482 1.289 0.676 0.735
H 0.229 1.670 3.265 0.289 0.293 0.124
H -1.437 1.242 2.883 0.680 -0.035 -0.134
H 1.102 -0.471 2.347 -0.941 0.102 0.488
H -0.259 -0.758 3.563 0.524 0.209 -0.356
H -1.726 -0.916 1.654 0.941 -0.299 -0.275
H -0.723 -2.972 2.629 0.205 0.195 -0.585
H 0.666 -2.616 1.458 -1.529 -0.470 0.216
H -1.154 -2.826 -0.468 0.090 -0.226 -0.314
H -4.004 -5.072 1.042 -0.474 -0.101 0.399
H -2.566 -6.241 0.913 0.237 -0.871 0.038
N 1.359 2.399 -0.710 0.224 1.184 -1.005
N -0.710 -1.104 1.510 -1.069 0.438 0.843
```
Positions in Å, forces in eV/Å.

For the HOMO-LUMO gap, the calculation gives 9.5 eV. The value obtained for the LUMO energy is 0.035 Eh. The electronic energy comes out at -15744.06384 eV. As for the energy above the lowest of the compared OMol25 structures with the same formula, charge and spin: 494.4 kJ/mol. For the HOMO energy, the calculation gives -8.596 eV. Its total charge is 0.

=====

Number 3 is which compound?
C12H20F6PtSb4Se4

=====

Among the records above, which one has the highest total charge?
C12H20ClN2

=====

The lowest total charge belongs to which entry?
C12H20Cl2O4Pt

=====

Which value of electronic energy does entry 2 give?
-28265.62307 eV